[1]
{"formula": "C40H52F3N2O6P2PtS2", "method": "the ωB97M-V functional and the def2-TZVPD basis", "multiplicity": 1, "de_lowest_kcal_mol": 0.00, "charge": 1, "homo_ev": -10.154, "energy_ev": -109237.647, "species": ["Pt", "C", "C", "C", "O", "P", "O", "C", "P", "O", "O", "C", "C", "C", "O", "C", "C", "C", "O", "C", "C", "C", "H", "H", "H", "H", "H", "H", "H", "H", "H", "H", "H", "H", "H", "H", "H", "H", "H", "H", "H", "H", "H", "H", "H", "H", "H", "H", "H", "H", "H", "H", "S", "C", "N", "C", "C", "N", "C", "C", "C", "C", "C", "C", "C", "C", "S", "C", "C", "C", "C", "C", "C", "C", "H", "H", "H", "H", "H", "H", "H", "H", "H", "H", "H", "H", "H", "H", "H", "H", "H", "H", "F", "C", "F", "F", "C", "C", "C", "C", "C", "C", "C", "C", "H", "H", "H", "H"], "positions_angstrom": [[0.02, 0.67, -0.66], [-6.03, 2.85, 1.48], [-4.88, 2.14, 2.16], [-5.34, 0.89, 2.88], [-3.90, 1.90, 1.12], [-2.65, 0.94, 1.15], [-1.72, 1.52, 0.12], [-3.26, -0.75, 0.92], [-2.91, -1.66, -0.62], [-1.95, -1.06, -1.54], [-4.32, -1.84, -1.33], [-5.46, -2.47, -0.70], [-6.57, -1.44, -0.64], [-5.83, -3.69, -1.51], [-2.53, -3.07, -0.01], [-2.00, -4.12, -0.89], [-2.41, -5.44, -0.28], [-0.50, -3.95, -1.01], [-2.08, 0.90, 2.61], [-1.45, 2.08, 3.21], [0.05, 1.93, 3.10], [-1.94, 2.15, 4.64], [-6.78, 3.14, 2.21], [-6.50, 2.19, 0.74], [-5.68, 3.74, 0.96], [-4.40, 2.82, 2.87], [-5.93, 0.25, 2.23], [-5.97, 1.18, 3.72], [-4.50, 0.32, 3.30], [-4.35, -0.67, 1.00], [-2.90, -1.33, 1.77], [-5.17, -2.78, 0.31], [-6.85, -1.13, -1.64], [-6.27, -0.55, -0.08], [-7.45, -1.87, -0.15], [-6.05, -3.39, -2.54], [-6.71, -4.17, -1.09], [-5.01, -4.41, -1.53], [-2.48, -3.99, -1.87], [-1.93, -5.57, 0.69], [-2.09, -6.26, -0.93], [-3.48, -5.51, -0.15], [-0.05, -3.98, -0.02], [-0.26, -2.99, -1.47], [-0.09, -4.76, -1.61], [-1.78, 2.96, 2.65], [0.38, 1.03, 3.62], [0.53, 2.80, 3.56], [0.37, 1.86, 2.06], [-1.65, 1.24, 5.17], [-3.02, 2.25, 4.69], [-1.48, 3.00, 5.15], [1.85, -0.26, -1.54], [2.76, 1.04, -2.09], [4.07, 0.99, -2.27], [4.84, 2.15, -2.71], [4.03, 2.97, -3.66], [2.74, 3.29, -3.07], [2.27, 4.67, -3.26], [3.01, 5.61, -2.33], [3.70, 6.70, -2.84], [4.38, 7.56, -1.99], [4.37, 7.33, -0.63], [3.69, 6.24, -0.11], [3.00, 5.39, -0.96], [2.04, 2.37, -2.41], [0.46, 2.56, -1.94], [4.88, -0.20, -1.95], [5.34, -0.89, -3.22], [6.70, -1.01, -3.49], [7.13, -1.63, -4.65], [6.20, -2.13, -5.55], [4.84, -2.01, -5.29], [4.41, -1.39, -4.12], [5.74, 1.77, -3.21], [5.14, 2.72, -1.82], [3.89, 2.44, -4.60], [4.55, 3.91, -3.86], [1.19, 4.70, -3.10], [2.45, 4.95, -4.30], [3.70, 6.88, -3.91], [4.91, 8.41, -2.40], [4.90, 8.00, 0.04], [3.68, 6.07, 0.96], [2.46, 4.54, -0.54], [4.28, -0.86, -1.32], [5.74, 0.14, -1.37], [7.42, -0.62, -2.78], [8.19, -1.72, -4.85], [6.53, -2.61, -6.46], [4.12, -2.41, -5.98], [3.35, -1.32, -3.91], [0.75, -4.65, 7.16], [0.66, -5.28, 5.97], [1.78, -6.00, 5.83], [-0.36, -6.15, 6.07], [0.48, -4.31, 4.84], [1.47, -3.37, 4.61], [1.33, -2.45, 3.59], [0.20, -2.47, 2.77], [-0.79, -3.43, 3.01], [-0.65, -4.34, 4.04], [0.06, -1.51, 1.72], [-0.02, -0.70, 0.82], [2.35, -3.35, 5.24], [2.10, -1.72, 3.41], [-1.67, -3.46, 2.37], [-1.42, -5.08, 4.22]], "mulliken_charge": [3.017, -1.547, 0.933, -1.217, -0.455, -0.229, -1.159, 0.234, 0.314, -0.939, -0.290, 0.851, -1.127, -1.543, -0.076, 0.487, -1.566, -1.168, 0.163, 0.617, -1.174, -1.491, 0.426, 0.303, 0.375, 0.008, 0.314, 0.476, 0.300, -0.098, 0.506, 0.319, 0.362, 0.040, 0.379, 0.344, 0.390, 0.283, 0.554, 0.289, 0.427, 0.373, 0.121, 0.217, 0.500, 0.421, 0.183, 0.517, 0.050, 0.308, 0.305, 0.444, -0.357, 0.177, 0.255, -0.599, -0.830, 0.185, -1.656, 0.807, -0.344, -0.620, -0.411, -0.782, -0.090, 0.566, -0.418, -1.719, 0.841, -0.311, -0.610, -0.413, -0.755, -0.178, 0.473, 0.292, 0.315, 0.465, 0.552, 0.454, 0.371, 0.388, 0.390, 0.413, 0.467, 0.558, 0.435, 0.379, 0.389, 0.394, 0.410, 0.417, -0.256, 0.784, -0.253, -0.287, 0.282, -1.062, -0.418, 0.256, -0.117, -0.793, 0.685, -2.184, 0.395, 0.516, 0.580, 0.506]}



[2]
{"formula": "HN2O4", "method": "the ωB97M-V functional and the def2-TZVPD basis", "multiplicity": 1, "de_lowest_kcal_mol": 16.49, "charge": 1, "homo_ev": [-15.306, -15.308], "energy_ev": -11168.884, "species": ["N", "N", "O", "O", "O", "O", "H"], "positions_angstrom": [[-2.12, 0.93, -0.40], [-0.20, -0.54, -0.11], [-0.33, -1.70, -0.01], [2.10, -0.25, 0.00], [-2.92, 1.01, 0.33], [0.77, 0.21, -0.30], [2.70, 0.33, 0.49]], "mulliken_charge": [0.651, 0.544, -0.353, -0.338, 0.129, -0.011, 0.377]}



[3]
{"formula": "C42H105N7O14", "method": "the ωB97M-V functional and the def2-TZVPD basis", "smiles": "COCCNCCOC.COCCNCCOC.COCCNCCOC.COCCNCCOC.COCCNCCOC.COCCNCCOC.COCCNCCOC", "multiplicity": 1, "de_lowest_kcal_mol": 207.25, "homo_ev": -8.212, "energy_ev": -84332.986, "species": ["C", "O", "C", "C", "N", "C", "C", "O", "C", "H", "H", "H", "H", "H", "H", "H", "H", "H", "H", "H", "H", "H", "H", "H", "C", "O", "C", "C", "N", "C", "C", "O", "C", "H", "H", "H", "H", "H", "H", "H", "H", "H", "H", "H", "H", "H", "H", "H", "C", "O", "C", "C", "N", "C", "C", "O", "C", "H", "H", "H", "H", "H", "H", "H", "H", "H", "H", "H", "H", "H", "H", "H", "C", "O", "C", "C", "N", "C", "C", "O", "C", "H", "H", "H", "H", "H", "H", "H", "H", "H", "H", "H", "H", "H", "H", "H", "C", "O", "C", "C", "N", "C", "C", "O", "C", "H", "H", "H", "H", "H", "H", "H", "H", "H", "H", "H", "H", "H", "H", "H", "C", "O", "C", "C", "N", "C", "C", "O", "C", "H", "H", "H", "H", "H", "H", "H", "H", "H", "H", "H", "H", "H", "H", "H", "C", "O", "C", "C", "N", "C", "C", "O", "C", "H", "H", "H", "H", "H", "H", "H", "H", "H", "H", "H", "H", "H", "H", "H"], "positions_angstrom": [[10.96, -1.79, -4.91], [9.77, -1.15, -4.40], [9.75, -1.17, -2.95], [9.08, -2.34, -2.30], [7.70, -2.35, -2.71], [6.94, -3.47, -2.18], [6.42, -4.47, -3.31], [7.33, -5.34, -3.88], [8.06, -4.88, -5.08], [10.83, -1.66, -5.99], [10.83, -2.87, -4.94], [11.98, -1.47, -4.70], [9.41, -0.18, -2.65], [10.80, -1.24, -2.67], [9.12, -2.26, -1.21], [9.49, -3.29, -2.64], [7.72, -2.41, -3.72], [6.03, -3.06, -1.76], [7.34, -4.04, -1.34], [5.92, -3.83, -4.04], [5.76, -5.26, -2.95], [8.48, -3.88, -5.23], [7.37, -5.21, -5.85], [8.87, -5.59, -5.25], [-8.05, -8.85, -9.85], [-8.68, -7.98, -10.76], [-8.51, -8.33, -12.14], [-8.71, -7.07, -13.13], [-8.17, -5.82, -12.51], [-6.61, -5.76, -12.21], [-5.67, -6.09, -13.42], [-5.67, -7.47, -13.69], [-5.31, -8.08, -14.95], [-8.52, -9.82, -10.03], [-8.14, -8.51, -8.82], [-7.04, -8.84, -10.26], [-9.22, -9.06, -12.52], [-7.56, -8.76, -12.44], [-9.77, -6.85, -13.23], [-8.34, -7.23, -14.14], [-8.53, -5.92, -11.57], [-6.32, -6.55, -11.51], [-6.33, -4.80, -11.80], [-4.68, -5.66, -13.25], [-6.22, -5.63, -14.24], [-5.07, -9.14, -14.86], [-4.57, -7.52, -15.53], [-6.21, -7.93, -15.55], [5.44, 0.49, 14.60], [5.89, 1.33, 13.53], [6.86, 0.60, 12.71], [6.86, 1.26, 11.24], [5.49, 1.12, 10.63], [5.48, 0.64, 9.21], [6.04, 1.83, 8.31], [5.01, 2.74, 8.01], [5.45, 3.83, 7.14], [6.20, 0.19, 15.32], [4.86, -0.33, 14.19], [4.68, 0.97, 15.22], [6.70, -0.47, 12.58], [7.89, 0.64, 13.05], [7.62, 0.78, 10.63], [7.01, 2.34, 11.14], [4.91, 1.94, 10.74], [4.45, 0.41, 8.92], [6.21, -0.15, 9.07], [6.19, 1.32, 7.36], [7.03, 2.26, 8.50], [5.70, 3.45, 6.15], [6.27, 4.36, 7.63], [4.70, 4.60, 6.94], [-1.60, 6.26, 4.18], [-0.85, 7.22, 4.97], [-0.92, 7.12, 6.45], [-0.65, 8.43, 7.13], [-1.10, 9.62, 6.41], [-0.08, 10.39, 5.73], [-0.62, 11.64, 4.97], [0.27, 12.35, 4.07], [0.27, 11.73, 2.82], [-1.18, 6.30, 3.17], [-2.68, 6.34, 4.23], [-1.60, 5.23, 4.54], [-0.29, 6.27, 6.72], [-1.84, 6.72, 6.87], [0.41, 8.52, 7.35], [-1.19, 8.45, 8.07], [-1.46, 9.16, 5.58], [0.55, 9.82, 5.05], [0.58, 10.82, 6.48], [-1.00, 12.32, 5.73], [-1.52, 11.50, 4.36], [-0.40, 12.13, 2.07], [0.06, 10.66, 2.80], [1.26, 11.67, 2.35], [-4.42, -5.19, -3.75], [-3.65, -4.00, -3.78], [-2.40, -4.09, -4.52], [-1.22, -3.06, -4.38], [-0.59, -3.00, -3.06], [-1.46, -3.01, -1.90], [-0.66, -2.52, -0.59], [-0.16, -1.19, -0.61], [0.88, -1.09, 0.39], [-4.67, -5.34, -2.70], [-3.95, -6.10, -4.13], [-5.34, -5.15, -4.34], [-2.51, -4.30, -5.59], [-2.04, -5.11, -4.38], [-1.67, -2.08, -4.58], [-0.41, -3.40, -5.02], [-0.15, -2.11, -2.84], [-2.01, -3.94, -2.00], [-2.24, -2.27, -2.08], [0.17, -3.22, -0.50], [-1.32, -2.49, 0.27], [1.90, -1.11, 0.02], [0.82, -1.79, 1.22], [0.92, -0.01, 0.52], [-0.97, 1.31, -11.29], [-2.17, 0.65, -10.88], [-3.08, 1.44, -10.06], [-2.43, 1.90, -8.73], [-3.40, 2.49, -7.92], [-2.94, 3.31, -6.85], [-3.42, 2.83, -5.47], [-4.77, 3.10, -5.19], [-5.37, 2.16, -4.30], [-1.24, 2.33, -11.57], [-0.75, 0.76, -12.20], [-0.15, 1.38, -10.57], [-3.90, 0.75, -9.85], [-3.66, 2.20, -10.58], [-1.57, 2.56, -8.86], [-1.95, 1.04, -8.27], [-4.08, 1.83, -7.57], [-3.22, 4.36, -6.98], [-1.86, 3.46, -6.94], [-2.79, 3.14, -4.63], [-3.39, 1.74, -5.45], [-4.79, 2.35, -3.40], [-5.41, 1.13, -4.67], [-6.41, 2.45, -4.13], [-3.18, 3.81, 12.08], [-4.01, 3.12, 11.16], [-4.13, 1.69, 11.51], [-3.02, 0.73, 11.04], [-2.64, 1.04, 9.66], [-1.28, 0.55, 9.26], [-1.16, -1.03, 9.16], [-0.13, -1.60, 9.91], [-0.22, -1.53, 11.32], [-3.57, 3.68, 13.09], [-3.32, 4.86, 11.83], [-2.12, 3.57, 12.01], [-4.99, 1.27, 10.99], [-4.30, 1.64, 12.58], [-3.21, -0.33, 11.22], [-2.15, 0.98, 11.65], [-2.79, 1.97, 9.31], [-0.59, 0.93, 10.02], [-0.95, 1.14, 8.40], [-0.89, -1.25, 8.13], [-2.12, -1.50, 9.38], [0.77, -1.70, 11.75], [-0.80, -2.37, 11.69], [-0.72, -0.67, 11.77]], "mulliken_charge": [-0.768, -0.400, -0.673, -0.428, -0.385, -0.683, -0.598, -0.356, -0.704, 0.326, 0.273, 0.338, 0.380, 0.405, 0.390, 0.290, 0.298, 0.352, 0.318, 0.374, 0.385, 0.260, 0.353, 0.253, -0.659, -0.392, -0.453, -0.632, -0.562, -0.366, -0.694, -0.294, -0.776, 0.269, 0.215, 0.308, 0.428, 0.334, 0.393, 0.253, 0.333, 0.159, 0.455, 0.419, 0.377, 0.232, 0.345, 0.309, -0.790, -0.312, -0.634, -0.752, -0.285, -0.830, -0.471, -0.310, -0.733, 0.293, 0.330, 0.276, 0.353, 0.385, 0.425, 0.410, 0.256, 0.346, 0.375, 0.368, 0.452, 0.297, 0.296, 0.254, -0.787, -0.345, -0.527, -0.605, -0.426, -0.411, -0.627, -0.371, -0.758, 0.243, 0.333, 0.309, 0.478, 0.358, 0.252, 0.355, 0.282, 0.295, 0.319, 0.344, 0.399, 0.302, 0.260, 0.330, -0.739, -0.329, -0.788, -0.434, -0.466, -0.586, -0.582, -0.361, -0.747, 0.239, 0.329, 0.277, 0.547, 0.446, 0.218, 0.366, 0.254, 0.402, 0.310, 0.356, 0.379, 0.285, 0.328, 0.295, -0.708, -0.361, -0.589, -0.522, -0.202, -0.669, -0.476, -0.352, -0.676, 0.339, 0.268, 0.232, 0.322, 0.360, 0.391, 0.244, 0.246, 0.283, 0.367, 0.396, 0.273, 0.318, 0.269, 0.247, -0.645, -0.374, -0.736, -0.322, -0.380, -0.639, -0.476, -0.360, -0.627, 0.304, 0.248, 0.240, 0.359, 0.388, 0.309, 0.200, 0.312, 0.387, 0.430, 0.256, 0.361, 0.281, 0.268, 0.215]}



[4]
{"formula": "C3H5O4S", "method": "the ωB97M-V functional and the def2-TZVPD basis", "smiles": "C=C(CO)S(=O)(=O)[O-]", "multiplicity": 1, "de_lowest_kcal_mol": 37.33, "charge": -1, "homo_ev": -5.268, "energy_ev": -22217.951, "species": ["C", "C", "C", "O", "S", "O", "O", "O", "H", "H", "H", "H", "H"], "positions_angstrom": [[1.35, -0.85, 0.74], [0.30, -0.28, 0.24], [-1.13, -0.51, 0.55], [-1.71, 0.67, 0.87], [0.48, 0.82, -1.17], [1.91, 1.09, -1.33], [-0.34, 1.95, -0.76], [-0.05, 0.03, -2.30], [2.25, -0.54, 0.40], [1.38, -1.65, 1.49], [-1.68, -0.92, -0.26], [-1.08, -1.16, 1.45], [-1.69, 1.34, 0.08]], "mulliken_charge": [-1.025, 0.447, -0.515, -0.579, 1.204, -0.713, -0.734, -0.681, 0.426, 0.258, 0.216, 0.276, 0.420]}



[5]
{"formula": "C6H31NO10", "method": "the ωB97M-V functional and the def2-TZVPD basis", "smiles": "CC(C)CCNC=O.O.O.O.O.O.O.O.O.O", "multiplicity": 1, "de_lowest_kcal_mol": 30.59, "homo_ev": -9.917, "energy_ev": -28690.285, "species": ["C", "C", "C", "C", "C", "N", "C", "O", "H", "H", "H", "H", "H", "H", "H", "H", "H", "H", "H", "H", "H", "O", "H", "H", "O", "H", "H", "O", "H", "H", "O", "H", "H", "O", "H", "H", "O", "H", "H", "O", "H", "H", "O", "H", "H", "O", "H", "H"], "positions_angstrom": [[-2.47, -1.13, -3.70], [-1.38, -0.40, -2.75], [-0.86, 0.71, -3.66], [-2.09, -0.17, -1.41], [-0.95, 0.13, -0.39], [-1.37, -0.42, 0.93], [-0.86, 0.07, 2.05], [-0.99, -0.46, 3.15], [-3.37, -0.49, -3.68], [-2.03, -1.35, -4.65], [-2.79, -2.07, -3.21], [-0.59, -1.12, -2.58], [-1.76, 1.22, -4.04], [-0.26, 0.23, -4.42], [-0.23, 1.36, -2.96], [-2.87, 0.61, -1.53], [-2.69, -1.01, -0.90], [-0.04, -0.40, -0.74], [-0.70, 1.21, -0.30], [-2.13, -1.07, 0.93], [-0.31, 1.04, 1.97], [1.41, -3.30, 0.73], [0.45, -3.18, 1.04], [1.53, -4.26, 0.75], [3.53, -2.09, 2.03], [3.18, -2.37, 2.89], [2.91, -2.58, 1.47], [-1.05, 3.31, 0.79], [-0.93, 4.18, 1.17], [-0.32, 3.08, 0.19], [2.44, 0.49, 0.80], [2.34, 0.25, 1.74], [2.97, -0.22, 0.40], [3.75, 3.24, -0.30], [3.69, 2.36, 0.09], [3.59, 3.09, -1.24], [1.27, 2.67, -0.33], [2.02, 3.31, -0.24], [1.52, 1.77, -0.05], [2.02, -1.68, -1.37], [1.11, -1.42, -1.51], [1.86, -2.31, -0.64], [-3.37, 1.94, 1.05], [-2.51, 2.34, 0.85], [-3.66, 2.42, 1.83], [-1.00, -3.05, 1.79], [-1.03, -2.66, 2.70], [-1.71, -2.58, 1.36]], "mulliken_charge": [-1.582, 0.756, -1.149, -0.752, 1.862, 0.103, -0.119, -0.700, 0.378, 0.448, 0.369, -0.012, 0.359, 0.381, 0.200, 0.366, 0.394, -1.150, -0.600, 0.413, 0.519, -0.704, 0.377, 0.315, -0.657, 0.285, 0.411, -0.592, 0.241, 0.252, -0.640, 0.297, 0.253, -0.738, 0.353, 0.356, -0.791, 0.432, 0.420, -0.723, 0.069, 0.425, -0.604, 0.395, 0.284, -0.774, 0.369, 0.206]}